Entry 1:
{"formula": "C23H30N3O11PTeV", "method": "ωB97M-V with the def2-TZVPD basis set", "elements": ["V", "O", "C", "O", "C", "C", "C", "C", "C", "C", "O", "N", "O", "O", "N", "O", "O", "H", "H", "C", "C", "C", "C", "C", "C", "C", "C", "N", "H", "H", "H", "H", "H", "H", "H", "H", "H", "C", "C", "O", "P", "O", "Te", "O", "C", "C", "H", "H", "H", "H", "H", "H", "H", "H", "H", "H", "C", "C", "C", "C", "O", "H", "H", "H", "H", "H", "H", "H", "H", "H"], "coordinates": [[-0.265522, -0.496702, -0.011391], [-1.767729, -0.419966, 3.943679], [-1.506410, -0.942269, 2.872645], [-1.068027, -0.246098, 1.829041], [-1.687704, -2.410547, 2.743477], [-2.291089, -3.026011, 3.826659], [-2.649742, -4.345066, 3.702295], [-2.209404, -5.058380, 2.592064], [-1.641808, -4.427174, 1.518176], [-1.202017, -3.019283, 1.565091], [-0.576685, -2.473517, 0.635971], [-1.275621, -5.310668, 0.328791], [-0.356882, -4.960266, -0.349607], [-2.008907, -6.281162, 0.134771], [-3.276341, -5.093300, 4.815801], [-3.536299, -4.497393, 5.805552], [-3.412657, -6.326551, 4.685685], [-2.609994, -2.406108, 4.676215], [-2.346602, -6.080393, 2.456495], [3.143866, -2.608747, -0.231232], [3.652442, -1.189182, -0.317232], [5.036281, -0.957426, -0.295501], [5.562022, 0.312849, -0.408441], [4.704676, 1.385876, -0.467517], [3.334423, 1.199659, -0.505922], [2.424252, 2.371035, -0.556698], [2.765414, -0.067436, -0.333792], [1.384766, -0.238068, -0.113840], [3.956583, -3.375332, -0.205591], [2.553027, -2.821508, -1.150770], [2.476888, -2.752701, 0.659177], [5.693537, -1.815264, -0.282067], [6.646608, 0.482658, -0.458198], [5.160002, 2.368108, -0.516751], [2.969819, 3.298943, -0.545548], [1.736831, 2.231913, 0.229367], [1.795845, 2.309241, -1.466613], [-0.802486, 5.992174, -2.350477], [-1.802526, 5.089021, -1.574323], [-1.135003, 3.869418, -1.290070], [-1.503606, 2.871764, 0.034174], [-0.855629, 1.544004, -0.285897], [-3.749373, 3.207283, 0.759971], [-0.625196, 3.526085, 1.212364], [-0.487655, 2.610590, 2.298387], [0.512198, 3.144722, 3.295633], [-1.210474, 6.895390, -2.797002], [-0.429433, 5.429237, -3.204024], [0.041693, 6.237567, -1.758591], [-2.648057, 4.899797, -2.224543], [-2.136142, 5.571944, -0.580318], [-0.148272, 1.706627, 1.847625], [-1.497461, 2.488814, 2.719941], [1.550645, 3.115407, 2.830465], [0.503414, 2.470826, 4.188995], [0.215653, 4.217044, 3.443142], [0.378019, -1.128231, -3.596167], [-0.956823, -0.628601, -2.982383], [-2.073884, -1.240439, -3.778930], [-1.036776, 0.906579, -3.103427], [-1.080130, -0.970313, -1.647122], [0.411884, -0.786005, -4.610079], [0.386177, -2.190623, -3.472388], [1.253693, -0.767126, -3.059352], [-2.093772, -1.055434, -4.837613], [-3.079069, -0.980326, -3.406354], [-2.008653, -2.332549, -3.627997], [-1.010303, 1.297370, -4.105670], [-0.237438, 1.384154, -2.505411], [-1.953068, 1.290054, -2.636770]], "forces_ev_per_angstrom": [[-0.5404, 0.3907, 0.5071], [-0.0231, 0.4456, 0.2091], [0.8771, 1.4370, -0.9018], [-0.4386, -0.8485, 0.5856], [0.3665, 1.2602, 0.5570], [-0.8748, 0.6545, -0.3993], [0.4170, -1.5298, 0.5055], [-0.3813, 1.0932, -0.8152], [1.4610, 0.1538, -0.4455], [-1.2715, -2.1100, -0.1330], [0.5834, 0.4371, -0.9275], [-1.5871, 0.9484, 1.7983], [0.6590, -0.3620, -0.6558], [0.5892, 0.1273, -0.1718], [1.5380, -1.6619, -2.3790], [-0.8595, 1.0883, 1.9300], [-0.1542, 1.1731, 0.0491], [0.3729, -0.3318, -0.4844], [-0.5419, -1.6213, 0.1991], [-0.5613, -0.3630, -0.0884], [0.2735, 0.1680, 0.6176], [-0.6687, -0.3722, -0.6432], [0.8171, -0.0612, 0.2087], [0.3052, -0.0669, -0.4669], [-0.1415, 0.5495, 0.4734], [-0.1041, -0.6257, -1.5155], [-0.2127, -1.3247, 0.2285], [0.8184, -0.3151, -0.4645], [-0.4243, 0.7746, 0.1088], [0.0629, 0.0301, 0.7161], [0.4386, 0.0849, -0.8621], [0.0806, -0.1299, 0.0859], [-0.4560, -0.1760, 0.1698], [-0.3707, 0.2146, -0.0953], [0.0060, 0.4287, 0.1909], [-0.9691, 0.5114, 1.1420], [0.2601, 0.2137, 0.2908], [-0.7555, -1.0300, -0.4016], [0.4675, 1.3402, 1.1968], [-0.0538, -1.2495, 1.3567], [0.4352, 0.7373, -1.1450], [-0.6854, 0.2437, -0.0470], [0.0491, -0.2872, -0.4327], [0.2972, 0.8930, -0.8311], [-0.1418, 0.1502, 0.4710], [0.6177, 0.3043, -0.5938], [-0.4657, 0.1739, 0.3604], [0.0847, -0.2750, -0.0499], [0.7874, 0.3016, 0.7335], [-0.4513, -0.0922, 0.1634], [0.2708, -0.5930, -1.6657], [0.0682, -0.7925, 0.3798], [0.4308, -0.2873, 0.1945], [-1.1627, 0.1255, 0.6257], [-0.0418, 0.9527, -0.5043], [0.5067, -0.9269, 0.5956], [-0.5689, 0.5566, 1.2657], [0.7388, 1.7866, -0.3565], [-1.3588, -1.5866, 0.7621], [0.2178, 0.4152, 1.0247], [0.3638, -0.5706, 0.7840], [0.2124, -0.1404, -0.7987], [0.0594, -0.8659, -0.3894], [-0.0524, 0.3541, 0.1489], [0.4332, 0.3227, -0.5555], [0.4361, 0.2349, 0.1320], [-0.0391, 0.1965, -0.2031], [0.1508, -0.0551, -0.7274], [-0.2132, -0.3146, -0.4942], [0.0170, -0.3065, -0.1231]], "mulliken_spin": [1.188, -0.001, 0.004, 0.016, 0.002, 0.001, 0.001, 0.001, -0.004, -0.004, -0.010, 0.000, 0.000, 0.000, 0.000, 0.000, 0.000, 0.000, 0.000, 0.000, -0.018, 0.011, -0.016, 0.011, -0.017, -0.002, 0.030, -0.235, 0.000, -0.002, 0.000, 0.000, -0.002, 0.000, 0.000, 0.001, -0.001, 0.000, 0.000, 0.000, 0.006, -0.016, 0.000, 0.000, 0.003, 0.000, 0.000, 0.000, 0.000, 0.000, 0.000, 0.003, 0.000, 0.000, 0.000, 0.000, 0.003, 0.002, -0.002, 0.006, 0.045, 0.000, 0.000, -0.001, 0.000, 0.000, -0.001, 0.000, 0.001, -0.001], "multiplicity": 2, "charge": -2, "gap_ev": [6.46, 6.47], "e_above_lowest_ev": 0.000}

***

Entry 2:
{"formula": "C23H30N3Pm", "method": "ωB97M-V with the def2-TZVPD basis set", "elements": ["C", "H", "H", "H", "C", "H", "H", "C", "H", "H", "H", "C", "C", "C", "C", "C", "C", "C", "C", "C", "C", "Pm", "H", "H", "H", "H", "H", "H", "H", "H", "H", "H", "H", "H", "H", "H", "H", "N", "C", "C", "C", "C", "C", "C", "C", "N", "C", "C", "N", "C", "H", "H", "H", "H", "H", "H", "H"], "coordinates": [[-1.273037, -1.119137, -2.459348], [-1.118800, -2.125563, -1.999074], [-2.229686, -1.016431, -3.013772], [-1.593810, -0.561540, -1.543838], [-0.042174, -0.752071, -3.304825], [0.257905, 0.313374, -3.390117], [0.867106, -1.277091, -2.967519], [-0.083471, -1.180501, -4.828980], [0.877994, -0.949015, -5.329758], [-0.214860, -2.257246, -5.009343], [-0.845778, -0.667806, -5.437224], [-0.360304, 3.241551, -0.270989], [-0.033746, 3.192424, -1.653556], [-1.143358, 2.624775, -2.338461], [-2.125321, 2.265353, -1.375018], [-1.635477, 2.622883, -0.088770], [-2.368737, 2.506205, 1.193960], [-3.478127, 1.735438, -1.678889], [-1.330593, 2.571316, -3.809754], [1.228094, 3.702724, -2.242504], [0.494116, 3.843126, 0.779774], [0.069271, 0.806504, -0.727925], [-3.873903, 1.152805, -0.844287], [-4.162168, 2.574824, -1.875037], [-3.468820, 1.072476, -2.549600], [-3.120211, 1.711805, 1.166609], [-1.713687, 2.251155, 2.031305], [-2.824718, 3.483362, 1.416052], [1.567808, 3.701347, 0.599172], [0.262864, 4.921068, 0.845833], [0.313236, 3.411032, 1.767910], [1.359399, 3.328913, -3.261919], [1.252001, 4.806945, -2.255961], [2.099169, 3.357056, -1.671418], [-1.778540, 1.620742, -4.116004], [-1.990114, 3.379962, -4.175371], [-0.370695, 2.644609, -4.334720], [3.370000, -7.283387, 6.004452], [2.959744, -6.390018, 5.371062], [2.457321, -5.278030, 4.591739], [3.217426, -4.774842, 3.523184], [2.739655, -3.695338, 2.777552], [1.560331, -3.056336, 3.209431], [0.806679, -3.551890, 4.267390], [1.224998, -4.702322, 4.919169], [1.161488, -1.812586, 2.655639], [0.302243, -0.865980, 3.249112], [0.220327, 0.194947, 2.402335], [0.994002, -0.069216, 1.266159], [1.555859, -1.300356, 1.467542], [4.183026, -5.239899, 3.261585], [3.281636, -3.319771, 1.898113], [-0.109526, -3.066856, 4.565278], [0.608874, -5.147342, 5.688750], [-0.169258, -1.048817, 4.201836], [-0.174524, 1.183895, 2.606156], [2.340869, -1.713230, 0.826882]], "forces_ev_per_angstrom": [[-0.5730, -0.6290, 0.4292], [-0.4845, 0.4368, -0.9138], [0.6901, -0.5438, 0.0750], [0.3205, 0.3777, -0.3234], [1.0308, -0.1601, -1.1524], [-0.5262, 0.0774, 0.3947], [-0.2792, 0.0726, 0.4338], [0.0018, 0.0296, -0.4099], [-0.3760, 0.0731, 0.5889], [-0.1408, 0.2564, 0.5544], [0.0630, -0.0402, 0.5774], [-0.1920, -0.5832, -0.1631], [-0.7342, 0.0689, 0.3441], [-0.0231, 0.1629, 0.4942], [0.6917, -0.0520, -0.0142], [0.6723, 0.1429, -0.4428], [-0.1930, 0.0412, 0.5076], [-0.3145, -0.2366, -0.0655], [0.0788, -0.2914, -0.6551], [0.4226, 0.0886, -0.3349], [0.2732, 0.2904, 0.6211], [-0.3324, 0.5567, -1.2548], [-0.1245, 0.1433, -0.0362], [0.0723, -0.3376, 0.0055], [-0.1038, 0.2452, -0.0039], [-0.1409, 0.3471, -0.0316], [-0.0818, 0.2968, -0.0612], [-0.1336, -0.4542, 0.1281], [-0.1895, 0.3030, -0.1309], [0.3564, -0.3510, 0.0762], [-0.1635, 0.1342, -0.0185], [0.0177, 0.2609, 0.0558], [0.0716, -0.4603, -0.0336], [0.0439, 0.2222, -0.0034], [-0.1035, 0.1341, -0.0649], [0.3185, -0.3077, 0.2345], [-0.2517, 0.1239, 0.0120], [-0.9025, 1.9651, -1.3908], [0.7344, -1.6961, 1.0956], [0.1050, 0.0340, -0.0609], [0.0756, -0.0452, -0.4269], [-0.3313, 0.2981, 0.3233], [0.6387, -0.7458, 0.6205], [0.2865, -0.3802, -0.2743], [0.2714, 0.0092, -0.0871], [-0.6009, 1.5746, -1.0746], [0.4553, -0.6263, -0.4086], [0.6951, -0.4779, -0.0583], [0.7522, -1.4268, 0.8781], [-0.5052, 1.3659, 0.4271], [-0.6908, 0.2600, 0.1776], [-0.0693, -0.2629, 0.6547], [-0.0737, -0.1040, 0.0403], [0.1010, 0.0805, 0.0853], [0.2142, 0.1551, -0.0673], [-0.1670, -0.3783, -0.1550], [-0.6520, -0.0382, 0.2828]], "mulliken_spin": [-0.001, 0.001, 0.000, 0.003, 0.001, -0.001, -0.001, 0.000, 0.000, 0.000, 0.000, -0.010, -0.005, -0.035, -0.011, -0.007, -0.008, -0.001, 0.000, -0.006, -0.004, 4.091, 0.000, -0.001, 0.000, 0.000, 0.000, -0.001, -0.002, 0.000, 0.000, 0.001, 0.000, -0.001, -0.001, -0.002, 0.000, 0.000, 0.000, 0.000, 0.000, 0.000, -0.001, 0.000, 0.000, -0.001, 0.001, 0.006, -0.004, 0.004, 0.000, 0.000, 0.000, 0.000, 0.000, -0.002, 0.000], "multiplicity": 5, "charge": 2, "gap_ev": [7.20, 7.41]}

***

Entry 3:
{"formula": "C23H30N4O4", "method": "ωB97M-V with the def2-TZVPD basis set", "elements": ["C", "C", "C", "C", "C", "C", "N", "C", "C", "O", "N", "C", "C", "C", "C", "C", "C", "O", "C", "C", "C", "O", "N", "C", "C", "C", "C", "O", "N", "C", "C", "H", "H", "H", "H", "H", "H", "H", "H", "H", "H", "H", "H", "H", "H", "H", "H", "H", "H", "H", "H", "H", "H", "H", "H", "H", "H", "H", "H", "H", "H"], "coordinates": [[-4.022805, -2.450393, 1.207427], [-3.080657, -3.533277, 0.677932], [-1.827625, -2.900971, 0.147553], [-0.738319, -2.682932, 0.980802], [0.393810, -2.039255, 0.519814], [0.446285, -1.595085, -0.794207], [1.605041, -0.919975, -1.274077], [2.841001, -1.691979, -1.317866], [3.693439, -1.434170, -0.061545], [3.776337, -2.236931, 0.846034], [4.303905, -0.242212, -0.090983], [5.027048, 0.315957, 1.031568], [6.306084, 1.020027, 0.543357], [6.027320, 2.531421, 0.619000], [4.519721, 2.651889, 0.845938], [4.203405, 1.427140, 1.697548], [1.628896, 0.386546, -1.605587], [2.644776, 0.937220, -2.006934], [0.336537, 1.161123, -1.404760], [0.084497, 1.387747, 0.099195], [-1.360570, 1.159273, 0.507467], [-1.683169, 0.481244, 1.453005], [-2.255666, 1.810972, -0.294322], [-3.627749, 1.758667, -0.181635], [-4.424452, 1.157010, 0.826196], [-5.700534, 1.418072, 0.418708], [-7.018580, 1.079940, 1.006083], [-5.668384, 2.116199, -0.729374], [-4.379612, 2.325156, -1.097954], [-0.620254, -1.842515, -1.649312], [-1.749972, -2.481082, -1.174165], [-4.329496, -1.788322, 0.400475], [-4.910566, -2.897689, 1.648816], [-3.513227, -1.854768, 1.960682], [-2.832645, -4.222137, 1.487330], [-3.580782, -4.097013, -0.112337], [-0.776745, -3.014995, 2.007054], [1.239062, -1.889655, 1.173829], [3.401784, -1.398375, -2.209564], [2.585030, -2.750844, -1.364447], [4.091757, 0.385912, -0.859657], [5.229484, -0.514961, 1.711271], [6.526879, 0.707824, -0.476819], [7.157325, 0.747250, 1.164722], [6.347583, 3.050929, -0.282363], [6.559770, 2.967404, 1.465193], [4.248266, 3.585843, 1.335940], [3.986169, 2.594049, -0.104152], [3.142097, 1.182988, 1.725309], [4.551939, 1.578587, 2.719619], [0.452700, 2.111592, -1.927798], [-0.493092, 0.613089, -1.849001], [0.362576, 2.406973, 0.376941], [0.688432, 0.708747, 0.702689], [-1.924339, 2.357308, -1.076591], [-4.080232, 0.632842, 1.689269], [-6.885721, 0.380870, 1.825659], [-7.505352, 1.980451, 1.378216], [-7.663311, 0.639734, 0.248195], [-0.559282, -1.541026, -2.685816], [-2.579697, -2.661356, -1.842696]], "forces_ev_per_angstrom": [[-0.0009, -0.2200, -0.0286], [-0.1004, 0.1792, 0.0642], [0.0373, -0.1710, -0.0044], [-0.0219, -0.0415, -0.1226], [0.0217, 0.0606, -0.0994], [-0.3913, -0.1153, 0.0963], [0.1181, -0.4098, 0.0298], [0.3838, -0.0567, 0.0255], [-0.1954, -0.0749, -0.5997], [-0.0507, -0.3228, 0.3382], [0.2364, 0.4722, -0.0755], [-0.0026, -0.2738, 0.3302], [0.0951, 0.0003, 0.0323], [0.0095, 0.1068, -0.0660], [0.0541, 0.0587, 0.1669], [0.0015, -0.0384, -0.0915], [-0.4033, 0.3972, -0.1430], [0.1548, 0.1999, -0.1723], [0.1827, 0.0843, -0.1167], [-0.0337, -0.1267, 0.1372], [0.4493, 0.0831, -0.0610], [-0.1230, -0.1047, 0.2211], [-0.0651, 0.3515, -0.4395], [-1.0862, -0.0052, 0.0114], [-0.4598, 0.1491, -0.2097], [0.7450, -0.1590, 0.2231], [0.0213, 0.1889, -0.2126], [-0.6956, -0.2554, 0.4627], [1.2683, 0.1580, -0.3224], [0.1080, 0.0035, 0.0463], [-0.0145, 0.0160, 0.0308], [-0.0317, 0.1071, -0.0345], [-0.1270, 0.0046, 0.0585], [0.0102, 0.1194, 0.0833], [0.0003, -0.0709, -0.0622], [0.0459, -0.0717, 0.0387], [-0.0132, -0.0424, 0.1382], [0.1153, 0.0457, 0.0692], [-0.0631, -0.0692, 0.0632], [0.0670, 0.1489, 0.0387], [-0.0825, -0.2479, -0.0291], [-0.0086, 0.1373, -0.0943], [0.0611, -0.0620, 0.0178], [0.0492, -0.0393, -0.0352], [0.0766, 0.0725, 0.0212], [0.0251, 0.0543, -0.0037], [-0.0711, 0.0591, -0.0646], [-0.0789, 0.0363, -0.0642], [-0.0409, -0.0741, 0.0891], [0.0137, 0.0315, 0.0880], [0.0276, -0.1350, -0.0290], [0.0258, 0.1037, 0.0050], [0.0170, -0.0156, 0.0114], [-0.1117, 0.0823, 0.0210], [0.0659, -0.0810, 0.0814], [-0.0078, -0.1372, 0.1903], [-0.0136, -0.0357, 0.0352], [-0.0612, 0.0126, 0.0541], [-0.0672, -0.0725, 0.0048], [0.0312, 0.0393, -0.0760], [-0.0961, -0.0340, -0.0671]], "lowdin_charge": [-0.093, -0.205, -0.241, -0.015, 0.007, -0.235, 0.012, -0.021, -0.473, 0.055, 0.107, -0.290, -0.126, -0.185, -0.193, -0.134, -0.439, 0.042, -0.078, -0.068, -0.454, 0.090, 0.159, -0.302, 0.046, -0.312, 0.001, 0.000, 0.098, -0.014, -0.021, 0.068, 0.071, 0.071, 0.111, 0.111, 0.122, 0.118, 0.134, 0.140, 0.109, 0.143, 0.111, 0.107, 0.104, 0.106, 0.107, 0.099, 0.105, 0.118, 0.126, 0.102, 0.132, 0.111, 0.151, 0.099, 0.086, 0.089, 0.089, 0.123, 0.117], "smiles": "CCc1ccc(N(CC(=O)NC2CCCC2)C(=O)CCC(=O)Nc2cc(C)on2)cc1", "gap_ev": 9.69, "e_above_lowest_ev": 0.658}